# 1
A structure of composition C34H24F4N7PPbS in a non-equilibrium geometry. Source: OMol25; level of theory: ωB97M-V/def2-TZVPD.

Summary:
E_HOMO = -16.7 eV
multiplicity = 1
total charge = +4
Kohn-Sham gap = 5.096 eV
energy above the lowest of the compared OMol25 structures with the same formula, charge and spin = 0.0 kcal per mole

Cartesian coordinates (Å):
Pb: -7.199 -0.032 -1.480
N: 2.923 -0.854 7.111
C: 3.437 -1.945 6.567
C: 3.560 -3.155 7.307
C: 4.098 -4.263 6.716
C: 4.478 -4.364 5.284
C: 4.353 -3.256 4.504
C: 3.897 -1.951 5.099
P: 3.876 -0.633 4.107
C: 4.000 1.054 4.577
C: 5.112 1.398 5.363
C: 5.381 2.784 5.499
C: 4.585 3.720 4.878
C: 3.513 3.382 4.033
C: 3.173 1.977 3.937
C: 3.576 -0.802 2.412
C: 2.584 -1.655 1.929
C: 2.290 -1.605 0.574
C: 3.090 -0.820 -0.246
C: 4.087 0.038 0.239
C: 4.293 0.080 1.584
H: 2.859 -0.054 6.546
H: 2.627 -0.741 8.080
H: 3.327 -3.141 8.460
H: 4.343 -5.192 7.288
H: 4.851 -5.313 4.991
H: 4.836 -3.405 3.491
H: 5.849 0.672 5.645
H: 6.210 3.083 6.132
H: 4.933 4.711 4.933
H: 2.916 4.093 3.531
H: 2.348 1.620 3.286
H: 2.113 -2.290 2.661
H: 1.534 -2.231 0.133
H: 2.834 -0.814 -1.363
H: 4.674 0.524 -0.458
H: 5.074 0.688 2.016
S: -5.950 -1.775 -3.121
C: -5.077 -3.237 -2.544
N: -3.916 -3.280 -3.170
C: -3.000 -4.404 -3.019
C: -3.377 -5.204 -1.815
C: -4.835 -5.579 -1.796
N: -5.630 -4.255 -1.901
H: -3.557 -2.448 -3.737
H: -2.026 -3.965 -2.866
H: -3.017 -4.982 -3.917
H: -3.168 -4.641 -0.905
H: -2.811 -6.129 -1.788
H: -5.124 -6.066 -0.896
H: -5.107 -6.167 -2.708
H: -6.602 -4.154 -1.615
F: -2.024 2.105 -6.650
C: -2.658 3.138 -6.173
C: -2.247 4.474 -6.412
F: -1.201 4.704 -7.156
C: -3.009 5.594 -5.918
C: -4.268 5.278 -5.325
C: -4.605 4.022 -4.901
F: -5.720 3.871 -4.205
C: -3.837 2.961 -5.301
C: -4.144 1.589 -4.839
C: -5.257 1.378 -4.019
N: -6.016 1.006 -3.313
C: -3.278 0.446 -4.858
N: -2.737 -0.538 -4.683
F: -5.052 6.270 -4.933
C: -2.591 6.863 -6.091
C: -3.303 8.009 -5.693
N: -3.875 8.987 -5.575
C: -1.194 7.194 -6.564
N: -0.222 7.625 -6.958

For reference, the Löwdin charges in units of e are: 1.258, 0.221, -0.213, -0.012, 0.026, -0.022, -0.069, -0.240, 1.254, -0.400, -0.040, -0.012, -0.010, 0.024, -0.047, -0.360, -0.046, -0.038, -0.008, -0.017, -0.057, 0.078, 0.166, 0.180, 0.151, 0.115, 0.149, 0.118, 0.133, 0.117, 0.108, 0.128, 0.116, 0.116, 0.157, 0.107, 0.127, 0.516, -0.697, 0.011, -0.143, -0.172, -0.079, 0.068, 0.113, 0.131, 0.134, 0.128, 0.136, 0.119, 0.154, 0.149, 0.174, -0.113, -0.103, 0.182, -0.033, -0.086, -0.172, 0.153, 0.029, -0.093, -0.203, -0.038, -0.177, 0.193, 0.178, -0.037, -0.133, 0.295, -0.102, 0.259

---

# 2
An isolated molecule of C16H13F5N2O2 in a non-equilibrium geometry. Source: OMol25; level of theory: ωB97M-V/def2-TZVPD.

Summary:
E_HOMO = -8.8 eV
SMILES = Cc1ccc(OC(F)F)c(NC(=O)Nc2cccc(C(F)(F)F)c2)c1
multiplicity = 1
Kohn-Sham gap = 9.396 eV
energy above the lowest of the compared OMol25 structures with the same formula, charge and spin = 3.6 kcal per mole

Cartesian coordinates (Å):
C: -1.213 -3.874 -0.432
C: -1.122 -2.386 -0.562
C: -0.460 -1.814 -1.644
C: -0.410 -0.442 -1.795
C: -1.005 0.376 -0.852
O: -0.984 1.782 -1.018
C: -1.944 2.270 -1.811
F: -3.185 1.886 -1.424
F: -1.839 1.836 -3.094
C: -1.628 -0.168 0.273
N: -2.184 0.638 1.275
C: -1.732 1.864 1.704
O: -2.480 2.699 2.158
N: -0.372 2.085 1.644
C: 0.652 1.179 1.396
C: 0.651 -0.091 1.974
C: 1.664 -0.986 1.696
C: 2.704 -0.636 0.853
C: 2.727 0.643 0.314
C: 3.827 1.038 -0.631
F: 3.487 0.805 -1.916
F: 4.134 2.342 -0.560
F: 4.968 0.366 -0.422
C: 1.717 1.553 0.581
C: -1.697 -1.553 0.385
H: -1.951 -4.263 -1.133
H: -0.257 -4.337 -0.665
H: -1.511 -4.162 0.572
H: 0.006 -2.447 -2.382
H: 0.077 0.005 -2.648
H: -1.897 3.369 -1.811
H: -3.151 0.462 1.512
H: -0.123 3.064 1.661
H: -0.147 -0.365 2.646
H: 1.648 -1.967 2.145
H: 3.495 -1.333 0.627
H: 1.744 2.539 0.145
H: -2.207 -1.976 1.238

For reference, the Löwdin charges in units of e are: -0.045, -0.269, -0.025, 0.021, -0.179, 0.053, -0.453, 0.100, 0.090, -0.201, 0.156, -0.539, 0.078, 0.148, -0.244, -0.016, -0.049, -0.013, -0.117, -0.587, 0.136, 0.139, 0.139, 0.049, 0.019, 0.087, 0.081, 0.076, 0.117, 0.129, 0.179, 0.164, 0.161, 0.124, 0.111, 0.119, 0.134, 0.126